Record 1
Molecular formula: C15H12As2F36NaO3
Method: DFT, the ωB97M-V functional and the def2-TZVPD basis

```
69
C15H12As2F36NaO3 | OMol25 | the ωB97M-V functional and the def2-TZVPD basis
Na 11.947 -7.149 24.771
As 8.280 -6.114 24.390
F 6.886 -5.281 25.010
F 7.849 -7.498 25.345
F 9.680 -7.036 23.734
F 8.659 -4.814 23.285
F 9.338 -5.462 25.624
F 7.293 -6.795 23.100
As 10.397 -10.673 25.148
F 10.780 -8.992 25.540
F 8.788 -10.260 24.607
F 10.065 -12.346 24.703
F 11.989 -11.110 25.682
F 9.759 -10.886 26.769
F 10.989 -10.438 23.499
C 14.172 -8.820 30.463
C 13.191 -8.109 29.542
C 13.361 -8.586 28.086
F 13.150 -9.891 27.885
F 12.643 -7.805 27.213
F 11.969 -8.371 30.089
F 13.356 -6.765 29.593
O 15.520 -8.585 30.078
C 16.485 -9.117 30.907
C 17.852 -8.775 30.279
F 18.849 -9.185 31.094
F 18.005 -9.325 29.052
F 16.375 -8.548 32.119
F 16.317 -10.447 31.018
H 13.977 -9.894 30.477
H 14.006 -8.434 31.471
H 14.420 -8.371 27.882
H 17.868 -7.686 30.154
C 15.947 -4.075 27.619
C 14.900 -4.941 26.908
C 14.913 -4.749 25.416
F 14.082 -5.608 24.736
F 14.634 -3.481 25.028
F 15.041 -6.241 27.212
F 13.669 -4.530 27.355
O 17.296 -4.319 27.199
C 18.012 -5.306 27.857
C 19.450 -5.250 27.359
F 20.230 -6.017 28.157
F 19.615 -5.595 26.065
F 17.960 -5.066 29.181
F 17.510 -6.534 27.662
H 15.840 -4.089 28.702
H 15.812 -3.043 27.295
H 15.917 -4.959 25.021
H 19.821 -4.221 27.431
C 11.203 -1.300 22.588
C 11.472 -2.760 22.913
C 11.458 -3.108 24.395
F 10.346 -2.680 25.028
F 11.596 -4.435 24.594
F 10.634 -3.560 22.232
F 12.740 -3.079 22.467
O 11.940 -0.450 23.442
C 11.356 0.781 23.620
C 12.317 1.590 24.490
F 11.935 2.880 24.688
F 12.490 0.989 25.703
F 11.201 1.379 22.416
F 10.139 0.654 24.168
H 10.118 -1.198 22.527
H 11.528 -1.183 21.551
H 12.278 -2.590 24.898
H 13.299 1.582 23.994
```

Results
**Net charge**: -1
**HOMO-LUMO gap**: 0.3786 Eh
**HOMO energy**: -8.973 eV

=====

Record 2
Molecular formula: C19H16AuCl5N3O2PS
Method: DFT, the ωB97M-V functional and the def2-TZVPD basis

```
48
C19H16AuCl5N3O2PS | OMol25 | the ωB97M-V functional and the def2-TZVPD basis
Au 0.768 0.619 0.365
Cl -1.170 0.839 3.080
C 0.370 0.071 3.301
C 1.217 -0.059 2.211
C 2.435 -0.699 2.407
Cl 3.505 -0.873 1.055
C 2.811 -1.195 3.650
Cl 4.322 -1.985 3.853
C 1.946 -1.046 4.735
Cl 2.394 -1.649 6.280
C 0.719 -0.413 4.561
Cl -0.356 -0.238 5.888
O -0.493 2.381 -3.140
C 0.262 2.215 -2.210
O 0.286 1.076 -1.545
C 1.306 3.241 -1.843
C 1.839 3.945 -2.920
C 2.854 4.871 -2.749
C 3.354 5.104 -1.477
C 2.835 4.414 -0.395
C 1.802 3.488 -0.555
S 1.142 2.826 0.953
H 1.430 3.746 -3.901
H 3.252 5.404 -3.603
H 4.150 5.822 -1.323
H 3.220 4.591 0.601
C -1.998 -3.743 -1.124
N -1.917 -2.693 -2.141
C -3.120 -1.864 -2.058
N -3.362 -1.303 -0.729
C -3.394 -2.389 0.250
N -2.200 -3.238 0.235
C -1.020 -2.484 0.675
P -0.684 -1.044 -0.420
C -0.691 -1.899 -2.048
C -2.362 -0.286 -0.403
H -1.085 -4.341 -1.150
H -2.842 -4.385 -1.379
H -3.974 -2.488 -2.323
H -3.044 -1.050 -2.780
H -4.257 -3.016 0.023
H -3.520 -1.969 1.248
H -0.149 -3.144 0.679
H -1.165 -2.126 1.697
H 0.189 -2.538 -2.131
H -0.661 -1.157 -2.846
H -2.402 0.520 -1.138
H -2.540 0.140 0.584
```

Results
**Net charge**: 0
**HOMO-LUMO gap**: 0.2724 Eh
**HOMO energy**: -8.292 eV

=====

Record 3
Molecular formula: CHNO3S
Method: DFT, the ωB97M-V functional and the def2-TZVPD basis

```
7
CHNO3S | OMol25 | the ωB97M-V functional and the def2-TZVPD basis
C -1.110 -0.408 -0.136
N -0.202 1.240 -0.546
O 0.935 1.378 0.009
O 1.254 -1.084 0.238
O -1.895 -0.784 -0.898
S 1.915 0.147 0.407
H -0.898 -0.489 0.927
```

Results
**Net charge**: 0
**HOMO-LUMO gap (alpha / beta)**: 0.3159 / 0.3013 Eh
**HOMO energy (alpha / beta)**: -8.999 / -9.348 eV

=====

Taking the records one at a time from the top gives calculated total energy values of -245827.2041; -114956.6887; -19515.0003 eV.
Taking the records one at a time from the top gives relative energy (zero: lowest compared OMol25 entry of this formula, charge and spin) values of 59.4; 0.0; 535.9 kJ/mol.